[1]
Molecular formula: C27H61F6NNiO15
Method: DFT, ωB97M-V/def2-TZVPD

Geometry as XYZ:
```
111
Properties=species:S:1:pos:R:3:forces:R:3
Ni -19.232860 -14.062810 -6.967370 0.97 -0.30 1.45
C -18.832130 -11.575130 -5.248100 -1.93 -3.28 -2.12
O -19.031850 -11.466060 -6.698540 -0.05 2.74 -0.29
O -18.818080 -12.932930 -5.190040 1.47 -1.14 1.25
C -17.648200 -10.709650 -4.751310 0.80 -0.23 -0.64
F -17.492160 -10.695050 -3.426060 -0.32 -0.56 0.29
F -16.447310 -11.002580 -5.291300 -0.19 -0.94 0.07
F -17.826720 -9.446350 -5.110650 -0.88 1.27 -0.26
C -19.819740 -10.371030 -7.246500 0.82 -0.24 0.19
C -19.417850 -10.200330 -8.706650 -0.16 -0.85 0.76
H -18.340340 -10.063400 -8.797810 -0.05 0.47 0.13
H -19.582610 -11.173080 -9.170030 -0.40 0.15 -0.51
H -20.003080 -9.379460 -9.121120 0.17 -0.19 -0.41
H -19.678320 -9.406990 -6.757890 0.30 -0.18 0.46
H -20.870650 -10.631370 -7.120280 -0.24 -0.05 -0.20
H -19.778720 -11.385420 -4.742070 0.04 1.84 0.32
C -18.286750 -17.333130 -6.165250 0.01 3.21 -0.51
O -16.980940 -16.977290 -5.707620 0.04 -1.39 0.34
O -18.886370 -16.123490 -6.469280 -0.95 -1.09 -0.57
C -18.178980 -18.352180 -7.446640 1.00 0.02 0.89
F -18.620640 -17.820520 -8.559500 -1.14 0.84 -0.77
F -16.937160 -18.736180 -7.754900 1.28 0.27 0.48
F -18.804020 -19.550180 -7.294810 -0.93 0.37 0.68
C -16.828680 -16.861180 -4.284820 1.26 0.28 -0.87
C -15.406280 -16.274920 -4.100230 -0.31 -0.25 1.61
H -15.150530 -16.392280 -3.047180 -0.01 -0.29 0.33
H -14.609140 -16.811820 -4.614450 -0.38 -0.01 -0.41
H -15.271310 -15.196550 -4.183880 -0.47 0.01 -0.79
H -16.908500 -17.829210 -3.790200 0.29 -0.42 -0.19
H -17.597460 -16.275130 -3.781210 -0.10 0.61 -0.47
H -18.790180 -17.847380 -5.346590 -0.33 -0.50 -0.02
C -18.788150 -14.417010 -12.956330 0.61 -0.19 -0.50
C -17.493580 -14.598910 -12.103570 -0.52 0.63 0.88
C -16.307060 -14.941290 -13.009220 1.77 1.26 -0.57
C -15.659490 -13.734150 -13.735420 -1.44 -0.70 0.26
C -15.199610 -12.766420 -12.683830 -0.56 0.39 -0.81
C -16.337620 -12.249130 -11.750540 2.39 0.92 -0.21
N -17.106910 -13.366740 -11.247430 0.84 -2.09 -0.63
O -18.088920 -12.872210 -10.351620 -0.16 -0.60 -1.63
C -15.531360 -11.730420 -10.488710 -1.36 0.13 -0.60
C -17.122330 -11.130490 -12.534840 -0.11 -1.45 -0.46
C -17.607520 -15.862100 -11.186880 -0.18 1.60 0.04
H -19.261870 -15.390980 -13.079120 -0.06 -0.03 -0.02
H -18.485100 -14.084780 -13.949240 -0.03 0.00 -0.17
H -19.580090 -13.720510 -12.680970 0.24 0.07 0.76
H -15.453540 -15.192620 -12.379590 -0.25 -0.80 0.40
H -16.475400 -15.759620 -13.709290 -0.49 -0.09 0.26
H -16.397840 -13.252470 -14.376450 -0.06 0.14 -0.21
H -14.811680 -13.973320 -14.377380 -0.08 -0.49 0.05
H -14.843280 -11.975520 -13.343840 0.35 0.78 0.83
H -14.361950 -13.181060 -12.123030 -0.08 0.02 0.14
H -16.235260 -11.247380 -9.810990 0.12 0.06 0.23
H -15.132240 -12.629250 -10.018710 0.18 0.16 0.09
H -14.744500 -11.015040 -10.727860 -0.02 -0.09 -0.20
H -18.133790 -10.984720 -12.155600 0.17 0.78 0.39
H -16.557060 -10.229180 -12.771930 -0.08 0.20 0.96
H -17.330860 -11.476440 -13.547230 0.01 -0.52 -0.16
H -17.751500 -16.714730 -11.850500 -0.05 -0.14 0.37
H -18.409030 -15.755050 -10.455970 -0.01 -0.27 -0.32
H -16.686150 -15.933310 -10.608870 -0.02 -0.28 -0.27
H -18.562490 -12.339960 -10.995080 -1.04 0.58 0.59
C -22.600420 -18.035450 -6.629150 -0.99 -0.85 1.37
C -23.793470 -17.946990 -7.662380 1.92 0.15 2.86
O -23.559060 -18.897400 -8.651910 -0.30 0.19 -1.44
O -22.676110 -19.182050 -5.712010 -0.22 -0.75 -1.47
H -22.539940 -17.345330 -5.787610 -0.14 1.65 -1.28
H -21.705170 -18.087640 -7.248750 0.21 0.19 0.20
H -23.644330 -16.919260 -7.993480 -0.34 -0.12 -0.92
H -24.776480 -18.020310 -7.197170 -0.02 -0.17 0.04
H -23.399740 -19.775290 -8.297610 -0.08 0.05 0.44
H -21.768540 -19.472780 -5.596270 0.05 -0.22 0.11
C -21.324840 -14.172100 -9.115220 -0.11 -1.01 1.24
C -22.099380 -13.916840 -7.771230 0.67 2.31 -0.79
O -21.240200 -13.499350 -6.642720 -0.36 -1.22 -1.79
O -20.005400 -14.665240 -8.882380 -0.87 0.49 0.16
H -21.287100 -13.299080 -9.766780 0.09 0.25 0.34
H -21.923570 -14.924920 -9.627930 0.01 0.00 -0.25
H -22.868220 -14.646520 -7.517160 0.50 -0.17 0.17
H -22.542240 -12.976490 -8.099420 -1.07 -0.09 0.56
H -21.755010 -13.477590 -5.832720 0.05 -0.12 0.36
H -19.905760 -15.419290 -9.468110 0.58 -0.56 0.15
C -22.564240 -17.564990 -11.952940 0.47 -0.42 -0.16
C -21.214390 -18.094960 -11.470270 0.67 0.38 0.29
O -20.692440 -17.138330 -10.559790 0.62 0.14 0.17
O -23.258510 -16.986900 -10.836250 0.09 -0.10 -0.91
H -23.106730 -18.376860 -12.437350 -0.38 -0.03 0.17
H -22.410940 -16.813210 -12.727160 -0.07 0.31 0.33
H -20.432570 -18.217550 -12.219830 -0.35 0.28 -0.52
H -21.239560 -19.081160 -11.006730 -0.55 -0.08 0.33
H -21.410230 -16.945130 -9.952300 -0.32 -0.11 0.13
H -23.621680 -17.724970 -10.341310 -0.19 -0.32 0.38
C -16.236000 -13.729200 -7.234350 0.40 -0.37 2.98
C -15.399520 -14.966490 -7.479660 -1.63 -1.29 -1.41
O -14.875880 -15.021900 -8.774280 0.94 0.34 -1.77
O -17.528500 -13.591870 -7.898310 2.83 -0.63 0.51
H -15.660790 -12.804380 -7.190390 -0.17 0.23 -0.91
H -16.425630 -13.877810 -6.171310 -0.77 0.26 0.20
H -16.079560 -15.818310 -7.487010 -0.30 0.10 0.98
H -14.600900 -15.262260 -6.799350 -0.18 0.96 0.54
H -15.453240 -15.611900 -9.264340 0.31 0.14 -0.18
H -17.268900 -13.335040 -8.786140 -0.95 0.10 -0.60
C -22.678770 -11.651160 -1.358680 -0.50 -0.93 0.65
C -21.654350 -11.740570 -2.516670 -0.41 -0.22 0.00
O -21.428410 -13.090030 -2.940620 -1.11 0.07 0.06
O -24.019260 -12.172570 -1.604260 0.75 -0.19 -0.88
H -22.939440 -10.666000 -0.971890 1.20 0.51 -0.35
H -22.285660 -12.253150 -0.539430 0.34 0.10 0.13
H -20.652800 -11.415140 -2.235440 -0.32 0.79 0.66
H -21.997620 -11.103280 -3.331620 -0.09 -0.03 -0.31
H -20.616680 -13.108840 -3.452800 0.48 -0.07 -0.17
H -24.336150 -12.448940 -0.741240 -0.09 -0.09 -0.10
```
Positions in Å, forces in eV/Å.

Relative energy (zero: lowest compared OMol25 entry of this formula, charge and spin) (eV): 1.9869
2S+1: 3


[2]
Molecular formula: C27H62N7O25
Method: DFT, ωB97M-V/def2-TZVPD

Geometry as XYZ:
```
121
Properties=species:S:1:pos:R:3:forces:R:3
C 12.775550 24.545190 -21.552080 -0.66 0.12 0.04
C 12.595440 23.341420 -22.433580 2.50 0.55 -2.64
O 13.368090 23.151370 -23.381660 -3.46 -0.58 3.14
N 11.398350 22.425360 -22.061800 1.96 -1.67 -1.03
H 11.237480 22.600010 -21.080100 -0.45 0.17 2.05
H 10.527860 22.670230 -22.511670 -0.10 0.35 -0.61
C 11.659270 20.890960 -22.266870 0.04 0.97 0.31
H 11.844020 25.032840 -21.264770 -0.29 -0.14 -0.25
H 13.381010 25.253690 -22.117370 0.14 -0.18 0.30
H 13.189190 24.295680 -20.574970 0.34 -0.25 -0.13
H 10.712030 20.374160 -22.112750 -0.05 0.25 -0.56
H 12.294620 20.509850 -21.467380 0.22 0.53 0.03
H 12.144890 20.750350 -23.232530 -0.37 -0.06 0.06
C 17.778630 17.022860 -17.457810 -0.33 1.75 -0.13
C 18.470080 18.443620 -17.504930 1.26 -1.02 0.54
O 19.558310 18.700390 -17.064700 -1.85 -0.31 -0.82
N 17.671160 19.576380 -18.180190 1.80 -2.31 -1.13
H 16.861140 19.148900 -18.605890 -0.96 0.11 -0.33
H 17.363110 20.168910 -17.422490 -0.16 1.52 1.23
C 18.526900 20.231850 -19.263620 -0.73 0.58 1.77
H 16.720440 17.237230 -17.308180 -0.14 -0.09 0.57
H 18.197380 16.402740 -16.665220 0.01 0.37 -0.04
H 17.772800 16.478200 -18.401950 0.74 0.39 -0.34
H 18.018520 21.164730 -19.507360 -0.16 -0.27 -0.45
H 18.642910 19.515020 -20.076500 0.10 0.25 0.11
H 19.426490 20.563690 -18.745250 0.22 -0.46 -0.34
C 13.349130 19.707820 -15.697790 -1.63 0.86 0.64
C 13.280950 21.275130 -15.800870 0.73 -0.20 2.88
O 13.231390 22.076260 -14.846330 0.13 -3.06 -4.49
N 13.201250 21.729010 -17.234800 1.73 1.98 2.16
H 13.153640 20.995020 -17.926970 -0.12 -1.15 -0.46
H 12.367440 22.298680 -17.253220 -1.54 0.59 -0.38
C 14.359060 22.667050 -17.590400 -1.30 -0.20 -0.86
H 14.134410 19.052210 -16.074100 0.96 1.13 0.35
H 12.536970 19.264010 -16.273580 -0.58 0.57 -0.34
H 13.044210 19.509870 -14.670200 0.68 -0.22 0.10
H 13.972150 23.090190 -18.517420 0.50 -0.06 -0.35
H 15.251480 22.060060 -17.742850 0.03 0.38 0.37
H 14.404780 23.528850 -16.924590 0.26 -0.65 0.47
C 16.227320 20.839910 -22.270450 -0.19 0.54 -0.90
C 15.500940 20.137900 -23.417420 -1.69 1.88 -1.22
O 14.878410 20.661420 -24.343930 2.10 -1.72 2.69
N 15.479330 18.655930 -23.292930 0.95 0.63 -1.60
H 15.872270 18.416710 -22.393780 0.36 -0.72 0.98
H 14.518350 18.376670 -23.429420 -1.43 -0.34 0.52
C 16.265920 17.950840 -24.366050 -0.10 -0.69 0.22
H 17.231710 20.450580 -22.103980 0.00 -0.15 -0.23
H 15.732530 20.791950 -21.300410 -0.41 -0.56 -0.09
H 16.253650 21.897680 -22.532230 0.23 -0.06 -0.09
H 15.775580 18.072790 -25.331860 0.28 0.59 0.12
H 16.189490 16.885180 -24.150070 0.09 0.05 0.25
H 17.322480 18.210590 -24.300380 -0.24 0.21 -0.22
C 8.303150 17.977990 -20.432180 0.75 -1.00 0.99
C 9.090190 19.144300 -19.933520 -2.75 2.07 -0.86
O 8.783880 20.279760 -20.309950 2.42 -2.81 1.84
N 10.166370 18.827040 -18.865450 -2.14 2.38 -0.58
H 10.542730 17.890160 -18.891970 -0.28 -0.91 -0.35
H 10.878000 19.459410 -19.202780 1.47 0.42 0.57
C 9.777930 19.142650 -17.387860 0.83 -0.05 -0.95
H 8.709220 17.708810 -21.407240 -0.19 -0.03 -0.08
H 7.225270 18.137300 -20.462410 0.25 0.49 -0.21
H 8.492930 17.158730 -19.738720 -0.08 -0.37 -0.26
H 10.432610 18.447580 -16.862150 -0.31 0.25 0.37
H 8.727200 18.969700 -17.155150 0.14 -0.22 -0.43
H 10.033860 20.185340 -17.199750 -0.03 -0.07 0.03
C 9.645400 12.472340 -24.714150 0.32 0.21 1.98
C 10.937720 11.877580 -24.091040 -0.82 -2.10 -3.10
O 11.249000 10.732620 -24.126480 0.01 0.55 0.92
N 12.043380 12.876290 -23.810700 -0.19 0.92 0.35
H 12.945910 12.527320 -24.100110 0.54 -1.29 0.75
H 11.973950 13.524180 -24.582400 -0.77 1.58 0.27
C 12.021970 13.385440 -22.363540 0.05 -0.07 0.41
H 9.400110 13.216050 -23.955980 -0.41 0.87 -0.68
H 8.755600 11.843840 -24.750650 0.62 -0.77 0.38
H 9.734880 12.820710 -25.743100 0.67 0.47 0.25
H 12.736100 14.170260 -22.114200 0.07 0.04 -0.77
H 12.263810 12.529790 -21.733080 -0.22 -0.07 -0.16
H 11.040770 13.760150 -22.072070 -0.03 -0.18 -0.32
C 17.532860 13.616060 -21.138620 -0.18 -0.20 -0.26
C 16.173760 14.249320 -21.324300 1.78 0.09 -0.05
O 15.793380 14.700530 -22.340660 -1.12 0.16 -0.46
N 15.333980 14.439810 -20.060880 0.30 0.18 -0.48
H 14.717110 13.649540 -19.938190 -1.08 -0.20 -0.23
H 15.989320 14.256460 -19.314540 0.34 0.77 0.76
C 14.654760 15.794660 -20.047670 0.06 0.78 0.42
H 18.086560 13.720010 -22.071740 -0.26 0.15 -0.02
H 17.447320 12.543320 -20.965340 -0.08 -0.06 0.37
H 18.143570 14.109960 -20.382840 -0.22 0.06 0.26
H 13.942380 15.925300 -20.862250 0.12 -0.55 0.03
H 15.410830 16.571470 -20.161770 0.34 -0.24 -0.15
H 14.147750 15.993460 -19.103470 0.00 -0.60 0.00
O 17.652100 21.593800 -13.985620 0.52 0.43 1.17
C 17.375840 21.092920 -15.169540 -2.58 -2.27 -2.44
O 16.704470 20.024390 -15.260080 0.53 -0.15 0.69
O 17.669110 21.738100 -16.199930 1.02 1.03 -0.80
H 18.087450 22.412900 -14.232910 0.30 0.47 0.38
O 10.589630 16.117580 -18.836600 0.69 3.91 -1.06
C 10.622630 14.839400 -18.654120 -3.24 -6.89 3.14
O 11.545560 14.193680 -19.209830 1.74 0.41 -1.42
O 9.710080 14.316640 -17.985860 0.46 0.96 -0.28
H 11.296770 16.029360 -19.479850 1.00 1.59 -1.17
O 19.034370 17.173510 -22.743460 0.18 -0.23 -1.50
C 18.434910 17.037260 -21.570700 -2.29 2.76 0.65
O 19.039720 16.401200 -20.753700 2.19 -3.37 2.89
O 17.409120 17.661990 -21.333010 -3.48 1.63 -0.32
H 19.648960 16.559180 -22.335460 2.67 -0.76 -1.74
O 8.839440 23.129320 -18.640320 0.24 0.67 -1.02
C 10.145930 22.994000 -18.373330 1.92 -1.36 1.70
O 11.024100 22.860900 -19.278440 -0.30 0.42 -2.57
O 10.477140 22.886740 -17.202710 -0.03 -0.19 1.82
H 8.938960 23.455590 -19.537680 -1.09 0.00 -0.65
O 14.023210 18.607770 -20.760910 0.80 0.20 -0.15
C 13.923490 19.277290 -19.602140 2.67 -0.37 1.23
O 12.869730 19.631430 -19.145040 -6.58 1.07 -0.13
O 14.901070 19.505770 -18.904920 4.00 -0.22 -0.27
H 13.130550 18.335280 -20.985650 -1.02 -0.63 -0.80
O 10.591070 17.225130 -23.458740 -1.87 -1.11 -1.48
C 11.704890 17.534920 -22.860670 3.68 2.43 -0.41
O 12.625370 18.104120 -23.479700 0.06 0.02 -1.10
O 11.762800 17.302350 -21.654720 -0.29 -1.02 3.23
H 10.244760 16.676680 -22.751010 -1.18 -0.27 0.01
```
Positions in Å, forces in eV/Å.

Charge: +1
Calculated total energy (eV): -90613.2826